The following is a quantum chemistry calculation of a molecular structure, C5H13NOS, from OMol25.

The calculation puts the orbital gap at 8.91 eV. The energy comes out at -19762.373 eV. For the relative energy (zero: lowest compared OMol25 entry of this formula, charge and spin), the calculation gives 155.18 kcal/mol. As for the highest occupied orbital energy: -8.946 eV. Its total charge is 0.

Each line ends with the natural charge from an NBO analysis.
CARTESIAN COORDINATES (ANGSTROEM)
C (-0.242, -0.663, -1.089)  -0.4632
N (-1.350, 0.395, 0.152)  -0.5505
C (-2.598, 0.745, -0.704)  0.0484
O (-3.664, 1.302, 0.116)  -0.6829
C (0.506, -1.845, -0.378)  -0.4082
C (0.804, -1.491, 1.060)  -0.4019
C (1.459, -0.058, 1.166)  -0.5402
S (2.477, 0.776, -0.124)  -0.0816
H (-1.103, -0.963, -1.815)  0.2396
H (0.598, -0.412, -1.771)  0.2775
H (-0.430, 0.426, -0.736)  0.3190
H (-2.142, 1.413, -1.422)  0.1366
H (-3.105, -0.054, -1.191)  0.1458
H (-3.126, 1.283, 0.929)  0.4727
H (-0.143, -2.722, -0.227)  0.2172
H (1.403, -2.184, -0.922)  0.2208
H (-0.185, -1.505, 1.566)  0.2334
H (1.471, -2.201, 1.584)  0.2083
H (0.635, 0.637, 1.147)  0.2441
H (1.922, 0.002, 2.162)  0.2273
H (3.759, 0.558, 0.341)  0.1378